{"formula": "C61H50CrN6O2S2Te", "method": "ωB97M-V/def2-TZVPD", "elements": ["N", "C", "C", "H", "H", "H", "C", "Te", "C", "C", "H", "N", "H", "H", "H", "C", "C", "H", "C", "H", "H", "H", "C", "H", "H", "H", "H", "H", "C", "N", "H", "C", "H", "C", "C", "N", "O", "H", "H", "C", "C", "Cr", "S", "H", "C", "C", "C", "H", "C", "C", "C", "C", "H", "C", "N", "C", "C", "H", "C", "H", "C", "H", "O", "H", "H", "H", "H", "C", "C", "C", "C", "H", "C", "C", "H", "C", "H", "C", "H", "H", "C", "C", "H", "S", "C", "H", "C", "H", "C", "C", "C", "C", "H", "H", "C", "C", "H", "C", "C", "C", "H", "C", "C", "N", "C", "C", "C", "C", "H", "C", "C", "H", "C", "H", "H", "H", "C", "H", "C", "H", "C", "C", "H"], "coordinates": [[-0.506812, -3.035657, -7.015915], [2.603718, -0.842756, -0.640403], [-3.299581, 1.308156, 4.030542], [-4.300339, 4.394652, 4.977884], [-1.427079, 0.015508, -1.801585], [-1.546264, 0.010260, -4.258778], [-0.559824, -0.263349, 3.900199], [-4.411090, 0.419119, -1.559525], [-1.688169, 2.951952, 3.380996], [-1.254870, 5.368782, 0.383621], [-5.459598, -0.204913, 0.851634], [-1.300464, 3.061799, 0.199944], [1.030901, -0.954612, -2.105195], [-2.130870, -1.710338, 4.150458], [-2.228532, -0.153868, -6.947018], [3.790727, 2.257725, 1.446237], [-4.703562, -2.472246, -1.176075], [-5.020550, 2.033609, 5.068027], [-4.090336, 2.298569, 4.587395], [-0.744919, 3.197847, 2.915857], [3.619487, 1.201727, 1.568482], [-3.362866, -1.798669, -2.734151], [4.356939, -3.721848, 1.108417], [-7.522975, -2.354085, 0.684840], [-2.725773, -1.650168, -1.091650], [2.224035, -0.134859, 5.821944], [-1.153682, -4.741931, 0.881504], [5.014557, -4.536475, 0.845543], [-1.376998, -0.812533, -6.864378], [1.785955, 5.040232, 0.544822], [-2.954625, -0.723345, 2.300261], [0.098559, 1.396814, -4.478681], [-0.898075, 6.372918, 0.506023], [5.715006, 0.503196, -3.322466], [-1.648972, -2.705144, 1.337103], [0.132372, 1.354465, -1.691008], [2.139697, 0.359431, -0.141558], [5.835836, 2.195768, 2.018569], [-7.449770, -4.774921, 0.250353], [-5.779951, -0.449827, -0.160571], [5.255644, 4.199332, 1.513760], [0.491275, 0.999883, 0.400687], [0.164155, 1.415618, -6.249856], [2.661462, -0.914571, -3.458744], [-5.649080, -4.669733, -0.907108], [3.707057, -0.460324, -1.631357], [5.881070, 0.546129, -1.945464], [6.489204, 0.872679, -3.976480], [0.358811, -1.984268, -0.364477], [3.917014, -3.575975, 2.415448], [-0.116081, -0.321077, -6.566836], [-0.927917, -3.700263, 0.706406], [4.421238, -0.074762, -4.920377], [3.962101, -2.817751, 0.138797], [1.426257, 2.859749, 0.748664], [-5.736665, -1.932952, -0.415608], [-0.764020, 0.640872, -2.383357], [1.823537, -2.499855, -1.799948], [-4.667812, -3.839929, -1.419711], [1.144774, 1.025769, 3.935379], [-1.220835, 0.537699, 2.784784], [1.750919, 2.622769, -1.807376], [-0.244403, 1.157205, 2.019110], [-1.049287, -2.871116, 6.005529], [-3.623248, 0.279458, 4.104402], [1.505750, -3.267423, -6.729548], [1.130893, -2.092238, 6.863043], [-3.684368, 3.622604, 4.540931], [0.884097, 4.027549, 0.497731], [4.552198, -0.026766, -3.849777], [0.660618, -1.583427, 6.034860], [-2.483505, -2.597530, -7.307259], [0.997338, 2.102722, -2.382151], [3.081438, -2.520868, 2.742189], [-3.338795, 2.621112, 0.082448], [-3.623085, -1.569562, -1.702689], [-3.868619, -4.253490, -2.018064], [-1.170299, -1.359754, 4.496245], [-5.620794, -5.729567, -1.112278], [2.726233, -2.399910, 3.753030], [-1.514031, -2.177697, -7.076147], [-0.547777, 4.198563, 0.323647], [6.239221, 4.595608, 1.709200], [-2.922781, 5.030913, 0.279510], [5.023436, 2.825348, 1.686638], [4.316667, -2.932406, -0.877397], [-0.819086, 0.631708, -3.759976], [1.592219, 6.015331, 0.388957], [-2.476934, 3.943375, 3.943050], [2.687625, -1.615555, 1.768392], [-2.559463, 3.358134, 0.166239], [-6.676142, -4.133953, -0.144130], [-2.144220, 4.969782, 3.918423], [6.788520, 0.948171, -1.521988], [3.006148, 4.482210, 0.888932], [-0.562491, -2.018914, 5.554216], [-2.468072, -2.947225, 1.998587], [0.668106, 0.167105, 4.389640], [-2.085758, -0.288902, 1.808246], [-6.717939, -2.772393, 0.098355], [5.023958, 0.097925, -0.042292], [-1.321413, -1.374665, 1.114780], [0.951421, -1.203883, -6.530233], [-0.330206, -1.021800, 0.274049], [2.768876, 3.106604, 1.022272], [4.251224, 5.056111, 1.116967], [1.011889, 2.161253, -3.760739], [1.272353, -0.485704, 5.449641], [2.025211, -0.798056, 2.035504], [4.887979, 0.066207, -1.113062], [1.444272, -1.594386, -1.324551], [1.761512, 2.749309, -4.266719], [3.125275, -1.754705, 0.459958], [0.682548, -4.070690, -0.665485], [1.952250, -0.852907, -6.326361], [4.225121, -4.280195, 3.172692], [-2.096353, 1.625587, 3.412005], [4.419672, 6.115510, 1.005853], [0.698114, -2.548929, -6.758158], [-2.454013, 0.430015, 1.060731], [3.552661, -0.502595, -3.011242], [0.087571, -3.330951, -0.154574], [-6.772682, -0.037281, -0.320109]], "forces_ev_per_angstrom": [[-0.1, -0.2, 0.0], [0.0, -0.2, -0.3], [0.0, 0.0, 0.0], [0.0, 0.1, 0.0], [0.0, 0.1, 0.0], [-0.1, 0.0, -0.1], [-0.1, -0.1, 0.0], [-0.1, -0.1, -0.1], [0.0, 0.0, 0.0], [0.0, -0.4, -0.1], [0.0, 0.0, 0.0], [-0.1, 0.1, -0.3], [0.0, -0.1, 0.0], [-0.1, 0.0, -0.1], [-0.1, 0.1, 0.0], [0.0, 0.1, -0.1], [0.0, 0.0, 0.0], [-0.1, 0.0, 0.0], [0.0, 0.0, 0.0], [0.0, 0.0, 0.0], [-0.1, -0.1, 0.0], [0.0, 0.0, 0.0], [0.0, 0.0, 0.0], [-0.1, 0.0, 0.1], [0.1, 0.0, 0.0], [0.1, 0.0, 0.0], [0.0, -0.1, 0.0], [0.1, -0.1, 0.0], [0.0, 0.1, -0.1], [-0.1, -0.3, 0.0], [0.0, 0.0, 0.0], [0.0, -0.1, 0.0], [0.1, 0.2, 0.0], [0.0, 0.0, 0.0], [0.0, 0.1, 0.0], [0.2, -0.1, -0.2], [-0.2, 0.6, 0.6], [0.1, 0.0, 0.0], [-0.1, -0.1, 0.0], [0.1, 0.1, 0.0], [-0.1, -0.1, 0.0], [-0.4, -0.4, -0.8], [0.0, -0.1, 0.1], [-0.2, -0.1, 0.0], [0.0, 0.0, 0.0], [0.0, -0.1, -0.1], [0.0, 0.0, 0.0], [0.1, 0.0, -0.1], [0.2, -0.2, -0.2], [0.0, 0.0, 0.0], [0.0, 0.1, 0.0], [0.1, 0.1, -0.1], [0.0, 0.0, -0.1], [0.0, 0.0, 0.0], [0.2, 0.0, -0.2], [0.0, 0.0, 0.0], [0.1, 0.1, 0.0], [0.0, 0.0, 0.0], [0.0, 0.0, 0.1], [0.0, 0.0, 0.0], [-0.1, 0.0, -0.2], [0.0, 0.0, 0.0], [0.4, 0.1, 0.7], [0.0, -0.1, 0.0], [0.0, -0.1, 0.0], [0.1, 0.0, 0.0], [0.0, 0.0, 0.1], [0.0, 0.0, 0.0], [-0.1, 0.2, 0.1], [0.0, 0.0, 0.0], [0.0, 0.0, 0.0], [-0.1, 0.0, 0.0], [0.0, -0.1, 0.0], [0.0, 0.0, 0.0], [-0.1, -0.1, 0.0], [0.1, 0.1, -0.1], [0.1, 0.0, -0.1], [0.1, 0.0, 0.0], [0.0, -0.1, 0.0], [-0.1, 0.0, 0.2], [-0.2, 0.1, 0.0], [-0.2, 0.4, 0.0], [0.1, 0.0, 0.0], [0.1, -0.1, 0.0], [0.0, 0.1, 0.0], [0.0, 0.0, -0.1], [0.1, 0.1, 0.0], [0.0, -0.1, 0.0], [0.0, 0.0, 0.0], [-0.1, 0.2, 0.0], [0.0, 0.2, 0.1], [0.0, 0.0, 0.0], [0.0, 0.1, 0.0], [0.1, 0.1, 0.0], [0.1, -0.2, 0.1], [0.0, 0.0, 0.0], [0.0, 0.0, 0.0], [0.0, 0.1, -0.1], [-0.1, 0.1, 0.0], [0.0, 0.0, 0.0], [0.0, 0.0, 0.1], [-0.1, -0.1, 0.2], [0.0, 0.0, 0.1], [0.1, 0.4, 0.1], [0.2, 0.3, 0.0], [-0.1, -0.1, 0.0], [-0.1, 0.0, -0.1], [0.0, 0.0, 0.0], [0.1, 0.0, 0.0], [-0.1, 0.0, 0.0], [0.0, -0.1, -0.2], [0.1, 0.0, 0.0], [0.1, -0.1, 0.0], [0.1, -0.1, -0.1], [0.1, 0.0, 0.0], [0.0, -0.1, 0.1], [0.0, 0.0, 0.0], [0.0, 0.1, 0.0], [0.2, 0.1, 0.1], [0.0, -0.1, 0.1], [0.0, 0.0, 0.1], [-0.1, 0.1, 0.0], [0.0, 0.0, 0.0]], "de_lowest_kj_mol": 0.0, "max_force_ev_per_a": 0.95, "charge": 1, "multiplicity": 4, "homo_lumo_gap_ev": [7.924, 7.830], "homo_energy_ev": [-10.3, -10.3], "lumo_energy_ev": [-2.34, -2.44]}


{"formula": "C15H23N5O4", "method": "ωB97M-V/def2-TZVPD", "elements": ["O", "O", "H", "C", "N", "C", "C", "H", "C", "H", "O", "C", "C", "H", "H", "H", "H", "H", "N", "C", "H", "H", "H", "C", "C", "H", "H", "H", "H", "H", "N", "H", "H", "C", "C", "N", "N", "O", "H", "C", "H", "C", "C", "H", "C", "H", "H"], "coordinates": [[5.620789, 3.307413, 1.165713], [-0.863161, -1.700012, 3.140078], [-4.408396, 0.078275, 1.036749], [1.900179, -1.299562, -1.638911], [-7.331425, 1.454289, -1.061473], [-0.771738, -0.543778, 0.926636], [-2.181648, -1.397432, 0.554127], [-7.158870, 2.082026, 1.078387], [0.741306, -1.490652, -0.704624], [2.586830, 0.234517, -3.016364], [0.615899, -2.594469, -0.322668], [3.335154, -1.604219, -1.028244], [5.247647, 2.014526, 0.696094], [-5.162728, 0.388903, -1.693474], [-3.512131, 1.341153, 0.221452], [0.662283, 0.407709, -0.163498], [-2.491372, -0.477480, -1.309407], [-5.632227, 1.474926, 1.468345], [-6.139008, 2.159794, 0.838143], [-3.954616, 0.390022, 0.066887], [0.881806, -0.022533, -2.962915], [5.935262, -0.344629, -1.738607], [-3.708543, -1.630638, -0.664374], [-0.075190, -1.338469, 2.084032], [-3.130779, -0.722286, -0.447009], [6.878966, 1.634605, -0.687211], [-0.059703, -1.982839, 3.709685], [-2.719651, -1.444261, 1.547286], [-0.867874, 0.459720, 1.234983], [6.272350, 3.681394, 0.520353], [1.737247, -0.029210, -2.391993], [2.660634, -0.136159, 1.041803], [3.886343, -2.122469, -1.862028], [4.148589, -0.319766, -0.427920], [3.973952, 1.435478, 1.250840], [-5.172432, 0.604049, -0.701940], [0.073126, -0.399948, -0.193756], [1.046939, -1.690215, 2.029947], [3.286845, -2.367787, -0.265227], [-6.272318, 1.337411, -0.261954], [3.451074, 1.905058, 2.111172], [5.911479, 1.253268, -0.271688], [3.550600, 0.315295, 0.612358], [-8.008532, 2.111865, -0.532350], [5.355950, 0.144292, -0.914027], [1.982325, -2.100849, -2.288499], [-2.121209, -2.456326, 0.215069]], "forces_ev_per_angstrom": [[0.6, -1.7, -1.5], [2.5, 0.2, 0.6], [1.0, 0.0, 0.0], [1.1, 2.4, -0.4], [0.6, 0.3, 2.6], [-1.5, -3.7, 0.1], [0.3, 1.7, 2.2], [1.3, 1.0, 1.0], [2.0, 1.6, -0.1], [-2.1, -0.8, 1.5], [-1.9, -3.5, 0.9], [1.4, 2.3, -0.2], [-2.5, -0.3, 1.3], [-0.3, 0.1, 0.4], [1.2, 0.8, 0.1], [0.2, 0.6, -0.5], [-0.6, 0.1, -0.1], [-0.6, 1.7, 0.3], [-0.5, -2.8, 2.1], [-2.8, -0.2, 1.2], [0.7, -0.2, 0.3], [-0.8, 0.4, 0.9], [-0.7, 0.8, -0.6], [-2.4, 0.4, -1.1], [1.7, -1.6, -0.2], [-0.9, -0.2, 0.5], [-2.2, 0.0, -0.4], [0.5, -0.1, -0.9], [-1.3, 1.0, 0.9], [-0.7, -0.5, 0.9], [2.1, 0.7, -0.9], [-0.1, -0.1, -0.2], [-0.1, 0.9, 0.7], [-0.6, -2.9, -2.7], [3.5, 2.4, -0.9], [-0.9, 0.2, -0.6], [0.7, -0.4, -1.0], [2.3, 0.1, 0.5], [-0.5, 0.0, 0.4], [-0.9, 0.5, -5.3], [0.5, -0.4, -0.9], [1.2, 1.9, -0.5], [-1.9, -0.1, 2.0], [1.2, -1.2, -1.4], [0.2, -0.5, 0.1], [-1.3, -1.9, -1.4], [1.2, 0.9, 0.4]], "de_lowest_kj_mol": 430.4, "smiles": "[H]/N=C(\\N)NCCC[C@H](NC(=O)[C@@H](N)Cc1ccc(O)cc1)C(=O)O", "max_force_ev_per_a": 5.41, "charge": 0, "homo_lumo_gap_ev": 9.007, "homo_energy_ev": -8.5, "lumo_energy_ev": 0.50}


{"formula": "C6H14N3O", "method": "ωB97M-V/def2-TZVPD", "elements": ["N", "C", "H", "C", "H", "H", "N", "H", "H", "H", "C", "H", "H", "H", "C", "H", "N", "O", "H", "C", "H", "C", "H", "H"], "coordinates": [[-0.745278, 0.940921, -0.855782], [-2.083027, 1.364074, -0.568299], [-3.834503, 0.475041, 0.425483], [-0.349945, -0.190356, -0.414261], [-2.730715, -1.704370, 0.901085], [3.041389, 0.305551, 1.271524], [1.458676, -0.680291, -0.771502], [1.758468, 1.274574, -1.419904], [-2.321698, 0.728958, 1.461538], [-2.152860, 2.397755, -0.191851], [2.397939, 1.067045, 0.656941], [2.608969, -1.901114, 0.430098], [2.945573, 2.110511, 0.690682], [3.175711, 0.171527, -1.225453], [-2.305970, -1.096180, 0.094594], [-2.557702, 1.361461, -1.583013], [1.634694, -1.792732, 0.084750], [-0.822726, -1.122185, 0.300572], [1.556754, 1.278841, 1.299071], [2.221409, 0.494831, -0.698883], [0.995666, -1.731989, 0.933007], [-2.735711, 0.421106, 0.422668], [-2.529348, -1.493010, -0.832607], [1.374237, -2.679972, -0.410457]], "forces_ev_per_angstrom": [[2.7, -3.1, 1.0], [-1.5, 0.1, -1.0], [0.4, 0.1, 0.1], [3.9, 4.2, -2.7], [0.3, -0.1, -0.4], [-0.8, 1.6, -0.8], [-6.6, 0.0, -1.2], [0.4, -1.6, 1.1], [-0.9, -1.0, -1.5], [0.5, -0.4, -0.3], [3.3, 1.0, 2.4], [-0.5, 0.2, -0.3], [-0.7, -2.3, -0.4], [-0.5, 1.0, 0.9], [-0.3, 2.5, 4.3], [-0.1, 0.1, 0.9], [0.2, -0.6, 1.7], [-1.8, -2.0, 0.4], [-0.9, -0.3, -0.4], [1.5, 1.4, -1.8], [0.8, -0.2, -0.9], [0.5, -1.0, 0.6], [-0.3, -0.5, -2.0], [0.3, 1.0, 0.3]], "de_lowest_kj_mol": 332.2, "max_force_ev_per_a": 6.69, "charge": 1, "homo_lumo_gap_ev": 9.991, "homo_energy_ev": -13.3, "lumo_energy_ev": -3.33}


The lowest charge belongs to which entry? C15H23N5O4


Which of these has the lowest charge? C15H23N5O4